This record from the Open Molecules 2025 dataset describes a molecular structure, CH3FO3S in a non-equilibrium geometry. The level of theory is wB97M-V/def2-TZVPD.

Cartesian coordinates (Å):
C (-0.077, -0.754, -0.949)
O (0.707, 0.868, 2.290)
O (-1.310, 0.774, 1.025)
O (0.466, -0.764, 0.438)
F (0.727, 1.653, -0.019)
S (0.089, 0.622, 1.049)
H (-0.131, -1.835, -1.025)
H (0.651, -0.292, -1.759)
H (-1.121, -0.271, -1.050)

Computed properties:
LUMO energy = 0.6 eV
spin multiplicity = 1
HOMO level = -11.97 eV
HOMO-LUMO gap = 12.6066 eV
energy above the lowest of the compared OMol25 structures with the same formula, charge and spin = 17.3 kJ/mol
molar mass = 114.10 g/mol


This record from the Open Molecules 2025 dataset describes 2 unconnected molecules or ions with the total composition C2H3ClINO in a non-equilibrium geometry. The level of theory is wB97M-V/def2-TZVPD.

Cartesian coordinates (Å):
C (1.639, 1.392, -0.086)
C (-0.727, -1.046, 0.924)
N (0.817, 0.758, -0.675)
O (2.325, 2.168, 0.408)
Cl (-0.026, -2.357, -0.182)
I (-2.326, -0.037, -0.178)
H (-1.275, -1.542, 1.761)
H (0.871, -0.172, -0.873)
H (-1.297, 0.836, -1.100)

Computed properties:
LUMO energy = -0.1 eV
spin multiplicity = 1
HOMO level = -8.06 eV
HOMO-LUMO gap = 7.9335 eV
energy above the lowest of the compared OMol25 structures with the same formula, charge and spin = 425.8 kJ/mol
molar mass = 219.41 g/mol


This record from the Open Molecules 2025 dataset describes a molecular structure, C14H34BCuN2O4PSi2 in a non-equilibrium geometry. The level of theory is wB97M-V/def2-TZVPD.

Cartesian coordinates (Å):
C (-2.816, -0.153, -1.913)
C (-2.091, 0.612, -1.315)
Si (-0.879, 1.928, -0.844)
C (-0.476, 3.132, -2.225)
C (-1.689, 3.801, -2.906)
C (-2.398, 2.849, -3.908)
C (-1.639, 2.866, 0.607)
C (-3.174, 3.002, 0.433)
N (-3.885, 1.839, 1.008)
O (0.604, 1.293, -0.263)
Si (1.029, -0.202, -0.791)
O (0.213, -1.418, 0.013)
C (-0.205, -1.042, 1.338)
C (-0.468, -2.239, 2.244)
O (-0.909, -1.667, 3.479)
C (-0.643, -2.426, 4.624)
C (0.830, -2.396, 5.099)
B (1.046, -0.438, -2.780)
N (1.874, 0.371, -3.659)
O (0.255, -1.432, -3.265)
P (3.209, -0.454, -0.136)
C (3.354, -0.940, 1.621)
C (3.921, -1.799, -1.175)
C (3.163, -3.139, -1.031)
H (-3.531, -0.767, -2.398)
H (0.204, 2.685, -2.960)
H (0.109, 3.929, -1.748)
H (-1.287, 4.629, -3.493)
H (-2.358, 4.251, -2.175)
H (-2.576, 3.370, -4.847)
H (-3.376, 2.556, -3.530)
H (-1.750, 1.994, -4.091)
H (-1.149, 3.824, 0.766)
H (-1.517, 2.201, 1.468)
H (-3.482, 3.894, 0.978)
H (-3.478, 3.118, -0.612)
H (-4.740, 2.204, 1.414)
H (-4.210, 1.220, 0.274)
H (-1.165, -0.524, 1.242)
H (0.461, -0.342, 1.855)
H (-1.323, -2.797, 1.852)
H (0.381, -2.918, 2.374)
H (-1.208, -1.946, 5.424)
H (-1.018, -3.452, 4.549)
H (0.903, -2.516, 6.179)
H (1.305, -1.467, 4.793)
H (1.336, -3.287, 4.627)
H (2.258, 1.140, -3.112)
H (2.635, -0.212, -4.001)
H (-0.316, -1.116, -3.980)
H (3.092, -1.990, 1.756)
H (4.412, -0.845, 1.892)
H (2.805, -0.254, 2.261)
H (3.868, -1.492, -2.219)
H (4.974, -1.882, -0.900)
H (2.163, -3.102, -1.457)
H (3.146, -3.449, 0.013)
H (3.723, -3.882, -1.597)
Cu (2.485, -4.726, 5.150)

Computed properties:
LUMO energy (spin up / spin down) = -8.9 / -8.9 eV
charge = +2
spin multiplicity = 2
HOMO level (spin up / spin down) = -13.20 / -13.20 eV
HOMO-LUMO gap (spin up / spin down) = 4.3115 / 4.3095 eV
molar mass = 455.94 g/mol


This record from the Open Molecules 2025 dataset describes a molecular structure, C6H9N in a non-equilibrium geometry. The level of theory is wB97M-V/def2-TZVPD.

Cartesian coordinates (Å):
C (-1.647, -0.101, -0.660)
C (-0.224, -0.129, -1.145)
C (0.848, 0.663, -0.458)
C (0.460, 0.882, 1.349)
C (0.912, -0.827, -0.431)
C (0.718, -1.344, 0.898)
N (0.656, -1.959, 1.885)
H (-1.691, 0.045, 0.417)
H (-2.208, 0.719, -1.121)
H (-2.154, -1.036, -0.890)
H (-0.131, -0.282, -2.225)
H (1.577, 1.128, -1.181)
H (1.234, 1.171, 2.077)
H (0.320, 1.935, 0.463)
H (-0.392, 0.388, 1.969)
H (1.677, -1.352, -0.977)

Computed properties:
LUMO energy = 0.8 eV
spin multiplicity = 1
HOMO level = -8.74 eV
HOMO-LUMO gap = 9.5058 eV
energy above the lowest of the compared OMol25 structures with the same formula, charge and spin = 594.5 kJ/mol
molar mass = 95.14 g/mol